The following is a DFT calculation (ωB97M-V/def2-TZVPD) of a single C3H5NOS molecule at a distorted geometry.

Computed properties:
Kohn-Sham gap, eV: 8.468
Total charge: 0
ΔE to the lowest compared entry with this formula, charge and spin, kJ/mol: 344.6
SMILES string: C=NOCC=S

Each line ends with the Mulliken charge.
Geometry (Å):
C (2.150, -0.971, 0.175)  -0.326
C (-0.746, 0.798, -0.435)  -0.291
C (-1.855, 0.309, 0.425)  -0.157
H (2.631, -0.282, 0.821)  0.321
H (2.594, -1.906, -0.159)  0.273
H (-0.866, 0.441, -1.449)  0.360
H (-0.828, 1.906, -0.486)  0.240
H (-1.845, 0.761, 1.414)  0.303
N (1.010, -0.696, -0.358)  -0.417
O (0.538, 0.529, 0.112)  -0.091
S (-2.781, -0.888, -0.060)  -0.215

Cartesian forces (eV/Å) of the 2 atoms listed first:
-1.8 -0.3 -1.7
0.0 1.6 -0.4

---

The following is a DFT calculation (ωB97M-V/def2-TZVPD) of a single C3H5NOS molecule at a distorted geometry.

Computed properties:
Kohn-Sham gap, eV: 9.540
Total charge: 0
ΔE to the lowest compared entry with this formula, charge and spin, kJ/mol: 433.2
SMILES string: C=CS/C=N\O

Each line ends with the Mulliken charge.
Geometry (Å):
C (1.320, 0.628, -0.479)  0.017
C (-1.087, -0.103, 0.521)  -0.241
C (-2.349, 0.042, -0.124)  -0.451
H (2.504, -1.305, -0.040)  0.298
H (0.816, 1.591, -0.562)  0.408
H (-1.144, 0.119, 1.647)  0.316
H (-3.210, 0.034, 0.603)  0.212
H (-2.722, -0.161, -1.219)  0.269
N (2.535, 0.496, -0.149)  -0.309
O (3.169, -0.601, 0.273)  -0.236
S (0.168, -0.740, -0.469)  -0.283

Cartesian forces (eV/Å) of the 2 atoms listed first:
0.1 -1.5 1.1
-5.1 1.1 -1.0

---

The following is a DFT calculation (ωB97M-V/def2-TZVPD) of a single C3H5NOS molecule.

Computed properties:
Kohn-Sham gap, eV: 9.784
Total charge: 0
ΔE to the lowest compared entry with this formula, charge and spin, kJ/mol: 266.0
SMILES string: C1=NOCSC1

Each line ends with the Mulliken charge.
Geometry (Å):
C (-0.133, 0.648, 1.407)  -0.239
C (0.580, 0.116, -1.142)  -0.486
C (-0.483, -0.891, -0.849)  0.043
H (0.472, 1.006, 2.266)  0.298
H (-1.210, 0.821, 1.594)  0.274
H (0.517, 0.422, -2.164)  0.333
H (1.566, -0.371, -0.969)  0.273
H (-1.109, -1.317, -1.652)  0.384
N (-0.733, -1.309, 0.331)  -0.504
O (0.139, -0.720, 1.274)  -0.219
S (0.394, 1.595, -0.095)  -0.157

Cartesian forces (eV/Å) of the 2 atoms listed first:
0.1 0.6 0.5
0.5 -0.6 0.5

---

The following is a DFT calculation (ωB97M-V/def2-TZVPD) of a single C3H5NOS molecule at a distorted geometry.

Computed properties:
Kohn-Sham gap, eV: 8.037
Total charge: 0
ΔE to the lowest compared entry with this formula, charge and spin, kJ/mol: 64.5
SMILES string: CC(=S)C(N)=O

Each line ends with the Mulliken charge.
Geometry (Å):
C (-1.219, -1.166, -0.133)  -0.987
C (-0.585, 0.125, 0.191)  0.475
C (0.853, 0.192, -0.390)  0.484
H (-1.299, -1.751, 0.746)  0.294
H (-2.245, -1.012, -0.442)  0.303
H (-0.628, -1.543, -0.948)  0.315
H (1.035, 1.815, 0.851)  0.136
H (2.447, 1.478, -0.077)  0.232
N (1.557, 1.181, 0.231)  -0.323
O (1.246, -0.501, -1.312)  -0.590
S (-1.164, 1.182, 1.282)  -0.340

Cartesian forces (eV/Å) of the 2 atoms listed first:
-0.6 1.1 -1.2
0.5 -0.4 1.1

---

The following is a DFT calculation (ωB97M-V/def2-TZVPD) of 2 unconnected molecules or ions with the total composition C3H5NOS at a distorted geometry.

Computed properties:
Kohn-Sham gap, eV: 8.379
Total charge: 0
ΔE to the lowest compared entry with this formula, charge and spin, kJ/mol: 409.7

Each line ends with the Mulliken charge.
Geometry (Å):
C (0.724, 0.129, -1.918)  -1.017
C (0.705, 1.434, -1.817)  0.918
C (-0.150, -0.554, 2.053)  -0.723
N (-1.898, -0.767, -0.122)  -0.280
O (0.585, 2.647, -1.748)  -0.445
S (-1.689, -0.101, 1.150)  0.211
H (-0.084, -0.240, -2.559)  0.226
H (1.373, -0.645, -1.578)  0.311
H (-0.168, -1.584, 2.374)  0.294
H (-0.029, 0.161, 2.864)  0.314
H (0.631, -0.479, 1.300)  0.191

Cartesian forces (eV/Å) of the 2 atoms listed first:
-1.0 0.3 -0.9
-0.3 4.4 0.5

---

The following is a DFT calculation (ωB97M-V/def2-TZVPD) of a single C3H5NOS molecule at a distorted geometry.

Computed properties:
Kohn-Sham gap (spin up / spin down), eV: 7.921 / 7.924
Total charge: 0
ΔE to the lowest compared entry with this formula, charge and spin, kJ/mol: 296.4
SMILES string: C=CO/C=[NH+]/[S-]

Each line ends with the Mulliken charge.
Geometry (Å):
C (-0.996, -0.784, -0.308)  0.029
C (1.629, 0.864, -0.153)  -0.682
C (1.382, -0.394, 0.172)  0.025
N (-1.770, 0.074, 0.303)  -0.189
O (0.247, -1.157, 0.048)  -0.328
S (-3.343, 0.426, -0.037)  -0.355
H (-1.448, -1.418, -1.059)  0.347
H (0.875, 1.528, -0.543)  0.294
H (2.614, 1.263, -0.018)  0.252
H (2.162, -1.043, 0.548)  0.337
H (-1.353, 0.641, 1.045)  0.269

Cartesian forces (eV/Å) of the 2 atoms listed first:
-0.8 0.5 0.4
-0.8 -0.2 0.0

---

The following is a DFT calculation (ωB97M-V/def2-TZVPD) of a single C3H5NOS molecule at a distorted geometry.

Computed properties:
Kohn-Sham gap, eV: 9.086
Total charge: 0
ΔE to the lowest compared entry with this formula, charge and spin, kJ/mol: 212.3
SMILES string: NC(=S)CC=O

Each line ends with the Mulliken charge.
Geometry (Å):
C (-0.578, -0.323, 0.000)  0.246
C (0.764, 0.131, 0.863)  -0.553
C (1.941, 0.762, 0.173)  0.231
H (0.927, -0.325, -1.352)  0.196
H (-0.806, -0.661, -2.117)  0.246
H (0.056, 0.794, 1.464)  0.253
H (1.017, -0.615, 1.742)  0.284
H (2.751, 1.046, 0.952)  0.266
N (-0.081, -0.456, -1.340)  -0.371
O (2.108, 1.060, -1.006)  -0.511
S (-2.063, -0.559, 0.658)  -0.286

Cartesian forces (eV/Å) of the 2 atoms listed first:
3.7 -0.7 -2.6
-4.0 -1.3 1.6

---

The following is a DFT calculation (ωB97M-V/def2-TZVPD) of 2 unconnected molecules or ions with the total composition C3H5NOS at a distorted geometry.

Computed properties:
Kohn-Sham gap, eV: 9.695
Total charge: 0
ΔE to the lowest compared entry with this formula, charge and spin, kJ/mol: 302.4
SMILES string: C=C=O.C=NS

Each line ends with the Mulliken charge.
Geometry (Å):
C (-3.017, -0.199, 0.234)  0.817
C (-2.144, -0.111, -0.712)  -0.879
C (0.983, 0.461, 0.852)  -0.275
N (0.964, 1.711, 0.603)  -0.309
O (-3.772, -0.358, 1.080)  -0.331
S (0.570, 2.251, -0.859)  -0.078
H (-1.141, -0.711, -0.557)  0.127
H (-2.381, 0.217, -1.705)  0.271
H (0.694, -0.387, 0.146)  0.266
H (1.348, 0.162, 1.849)  0.250
H (0.604, 3.545, -0.547)  0.140

Cartesian forces (eV/Å) of the 2 atoms listed first:
0.1 -0.4 -0.3
3.1 -1.5 -0.7